65
Properties=species:S:1:pos:R:3:lowdin_charge:R:1 method="wB97M-V/def2-TZVPD" spin_multiplicity=4 e_lumo_ev="-5.5209 / -5.3306" charge=+2 gap_ha="0.289 / 0.301" e_above_lowest_kcal_mol=0.0 homo_energy_ev="-13.4 / -13.5" largest_force_ev_per_a=3.2 total_energy_ha=-2958.924975
Cr -0.47 -0.69 -0.18 0.76
C -3.38 -1.08 0.57 -0.11
C -2.53 -0.44 1.61 -0.16
N -1.18 -1.10 1.62 -0.19
C -1.10 -2.45 2.24 -0.19
C -0.93 -3.80 1.41 -0.37
S -0.49 -3.31 -0.25 0.97
C -2.19 -3.44 -0.99 -0.36
C -2.74 -2.21 -1.63 -0.20
N -2.51 -1.07 -0.68 -0.11
H -4.32 -0.65 0.44 0.13
H -3.61 -2.11 0.81 0.12
H -2.92 -0.48 2.63 0.14
H -2.33 0.63 1.38 0.12
H -0.58 -0.46 2.25 0.12
H -1.90 -2.55 2.96 0.13
H -0.16 -2.49 2.80 0.12
H -1.93 -4.31 1.39 0.10
H -0.14 -4.48 1.86 0.12
H -2.79 -3.84 -0.17 0.07
H -2.18 -4.20 -1.77 0.10
H -3.78 -2.47 -1.79 0.14
H -2.24 -1.83 -2.53 0.11
H -2.83 -0.28 -1.21 0.13
N 2.37 -2.47 -0.51 0.14
C 2.54 -1.43 0.37 -0.41
N 3.61 -1.54 1.10 0.19
C 3.89 -0.55 1.92 -0.42
N 5.07 -0.56 2.52 0.23
N 3.13 0.54 1.99 0.22
C 1.98 0.54 1.39 -0.21
N 1.54 -0.52 0.61 0.10
C 1.04 1.67 1.74 -0.24
C 1.41 3.00 1.48 -0.01
C 0.82 3.95 2.23 -0.05
C -0.28 3.64 3.03 -0.03
C -0.66 2.30 3.20 -0.09
N 0.11 1.38 2.62 0.09
H 3.11 -3.18 -0.40 0.14
H 1.67 -2.53 -1.23 0.01
H 5.68 -1.25 2.29 0.09
H 5.27 0.00 3.34 0.15
H 2.11 3.08 0.66 0.13
H 1.10 4.99 2.24 0.13
H -0.87 4.36 3.60 0.12
H -1.53 2.11 3.83 0.12
O -0.60 1.18 -0.31 -0.23
C -0.31 2.18 -1.18 -0.28
C -0.68 3.53 -0.98 0.00
C -0.25 4.51 -1.82 -0.06
C 0.61 4.27 -2.86 -0.09
C 0.87 3.01 -3.19 -0.02
C 0.42 1.91 -2.35 -0.05
C 0.56 0.49 -2.76 -0.22
N 0.13 -0.61 -2.17 0.00
C 0.22 -1.64 -3.08 -0.15
C 0.77 -1.17 -4.23 -0.02
N 0.97 0.19 -4.02 0.13
H -1.12 3.78 0.01 0.13
H -0.49 5.51 -1.66 0.10
H 1.00 5.14 -3.39 0.13
H 1.45 2.86 -4.11 0.12
H -0.09 -2.66 -2.90 0.10
H 1.10 -1.64 -5.18 0.15
H 1.58 0.76 -4.62 0.18